1.
125
Properties=species:S:1:pos:R:3 method="wB97M-V/def2-TZVPD" lumo_energy_ev=-7.8 charge=+3 total_energy_ha=-6738.6885
C -0.39 -6.50 20.43
C -1.06 -7.78 20.75
O -2.19 -7.91 21.18
N -0.21 -9.01 20.57
H 0.68 -8.85 20.13
H 0.08 -9.37 21.47
C -1.05 -10.24 20.05
H 0.63 -6.43 20.78
H -0.96 -5.69 20.88
H -0.34 -6.39 19.34
H -1.45 -10.01 19.06
H -1.89 -10.41 20.73
H -0.37 -11.08 19.95
C -5.61 -8.89 18.57
C -5.19 -10.32 18.87
O -4.27 -10.68 19.62
N -6.00 -11.40 18.07
H -6.06 -12.18 18.70
H -7.00 -11.28 18.03
C -5.19 -11.71 16.80
H -5.96 -8.63 17.58
H -4.75 -8.25 18.78
H -6.31 -8.60 19.35
H -4.83 -10.89 16.18
H -5.95 -12.17 16.17
H -4.37 -12.37 17.12
C 3.60 -15.91 18.53
C 4.30 -14.89 17.63
O 5.08 -14.09 18.06
N 3.81 -14.88 16.19
H 4.59 -14.85 15.55
H 3.42 -15.78 15.94
C 2.85 -13.68 15.89
H 3.07 -15.44 19.36
H 4.35 -16.64 18.83
H 2.97 -16.59 17.95
H 3.36 -12.73 16.05
H 1.95 -13.91 16.47
H 2.58 -13.88 14.85
C -3.19 -18.19 17.47
C -3.63 -18.59 18.83
O -3.51 -17.86 19.78
N -4.06 -20.00 19.08
H -3.61 -20.63 18.43
H -3.75 -20.41 19.95
C -5.56 -20.20 19.12
H -2.32 -18.75 17.11
H -2.92 -17.15 17.63
H -4.01 -18.29 16.77
H -5.90 -19.95 18.11
H -6.04 -19.75 19.99
H -5.55 -21.29 19.17
C -3.65 -16.06 23.39
C -2.52 -15.41 22.61
O -1.31 -15.60 22.78
N -2.92 -14.56 21.42
H -2.38 -14.84 20.61
H -3.83 -14.96 21.22
C -2.92 -13.06 21.77
H -4.18 -16.85 22.86
H -4.41 -15.34 23.71
H -3.19 -16.50 24.27
H -2.00 -12.84 22.32
H -3.75 -12.86 22.45
H -2.91 -12.57 20.80
C 2.66 -12.32 20.17
C 3.82 -11.33 20.54
O 5.03 -11.49 20.43
N 3.27 -9.98 21.19
H 3.03 -9.33 20.47
H 2.37 -10.21 21.58
C 4.22 -9.43 22.30
H 1.69 -12.03 20.59
H 2.79 -13.37 20.41
H 2.57 -12.32 19.09
H 4.58 -10.35 22.77
H 3.63 -8.72 22.88
H 4.96 -8.84 21.78
C 1.06 -17.84 20.48
C 1.41 -19.22 20.12
O 1.26 -19.76 19.02
N 2.00 -20.03 21.23
H 1.30 -20.04 21.96
H 2.01 -20.98 20.87
C 3.39 -19.47 21.61
H 0.16 -17.86 21.09
H 0.84 -17.34 19.53
H 1.79 -17.28 21.05
H 3.64 -20.13 22.44
H 3.22 -18.43 21.91
H 4.05 -19.71 20.78
P -0.89 -14.14 18.42
F -0.33 -12.74 17.68
F 0.50 -14.92 18.33
F -0.50 -13.58 19.89
F -1.63 -15.46 19.06
F -2.26 -13.37 18.64
F -1.32 -14.74 16.97
N 0.93 -10.16 22.81
S 0.79 -9.18 24.18
O 1.82 -9.22 25.13
O -0.54 -8.86 24.59
F 1.19 -7.86 23.39
S 0.81 -11.49 23.66
O -0.36 -11.73 24.56
O 2.10 -12.15 23.97
F 0.31 -12.29 22.36
N 2.88 -17.34 15.42
S 3.28 -18.85 16.15
O 2.76 -20.12 15.62
O 3.62 -18.86 17.61
F 4.75 -18.92 15.54
S 1.41 -17.60 15.65
O 0.88 -17.46 16.99
O 0.71 -18.55 14.75
F 0.99 -16.24 14.88
N 2.02 -8.90 19.12
S 3.00 -7.55 18.76
O 2.37 -6.37 18.21
O 4.39 -7.88 18.41
F 3.19 -7.14 20.33
S 2.14 -9.37 17.71
O 3.33 -10.18 17.41
O 1.55 -8.64 16.61
F 1.07 -10.56 18.06

2.
87
Properties=species:S:1:pos:R:3 method="wB97M-V/def2-TZVPD" lumo_energy_ev=0.4 smiles=CC1(C)CCCC(C)(C)N1O.COC[C@H](C)N.COC[C@H](C)N.COC[C@H](C)N.O.O total_energy_ha=-1503.9817
C -0.16 1.50 -5.23
C -0.18 0.73 -3.85
C -1.59 0.75 -3.31
C 0.37 -0.73 -4.02
C 1.86 -0.96 -4.19
C 2.54 -0.24 -3.01
C 2.13 1.23 -2.84
C 2.78 1.65 -1.41
C 2.83 2.07 -3.93
N 0.63 1.27 -2.78
O 0.21 2.50 -2.28
H 0.09 2.55 -5.06
H 0.56 0.96 -5.84
H -1.14 1.36 -5.68
H -2.02 1.71 -3.02
H -2.24 0.27 -4.04
H -1.66 0.16 -2.39
H -0.06 -1.27 -3.18
H -0.11 -1.14 -4.91
H 2.09 -2.02 -4.20
H 2.14 -0.52 -5.15
H 3.61 -0.20 -3.22
H 2.45 -0.74 -2.05
H 3.85 1.43 -1.45
H 2.31 0.99 -0.68
H 2.73 2.69 -1.08
H 2.56 1.65 -4.90
H 3.92 2.15 -3.88
H 2.43 3.08 -3.93
H 0.56 3.12 -2.92
C -6.78 0.50 -1.99
O -6.12 1.33 -0.97
C -5.05 0.75 -0.40
C -4.28 1.68 0.60
C -3.74 2.96 -0.08
N -3.23 0.97 1.32
H -7.41 1.24 -2.47
H -7.47 -0.25 -1.62
H -6.18 0.05 -2.78
H -5.38 -0.13 0.15
H -4.38 0.28 -1.12
H -5.01 2.15 1.25
H -3.22 2.78 -1.02
H -3.25 3.68 0.58
H -4.65 3.45 -0.41
H -2.58 0.55 0.66
H -3.56 0.08 1.67
C -0.69 -5.91 3.62
O -0.34 -4.99 2.58
C 0.08 -3.67 3.06
C 0.07 -2.70 1.83
C 1.22 -2.73 0.76
N 0.02 -1.35 2.30
H 0.16 -6.30 4.19
H -0.95 -6.84 3.12
H -1.48 -5.64 4.32
H -0.68 -3.21 3.70
H 1.02 -3.65 3.61
H -0.91 -2.87 1.40
H 1.20 -3.67 0.22
H 2.14 -2.49 1.29
H 1.21 -1.93 0.02
H 0.92 -1.14 2.71
H -0.08 -0.76 1.49
C 4.70 1.67 6.40
O 4.32 0.75 5.41
C 3.51 1.34 4.46
C 3.08 0.26 3.37
C 2.32 0.94 2.17
N 2.23 -0.64 3.99
H 5.10 2.57 5.93
H 5.29 1.01 7.03
H 3.83 1.86 7.04
H 2.66 1.85 4.91
H 4.06 2.10 3.92
H 3.83 -0.48 3.10
H 1.99 0.22 1.43
H 3.03 1.60 1.67
H 1.48 1.59 2.43
H 1.45 -0.11 4.36
H 2.80 -0.86 4.80
O -2.61 -1.37 -0.20
H -3.26 -1.59 0.47
H -2.67 -2.08 -0.84
O -0.27 0.44 0.03
H -0.98 -0.15 -0.23
H 0.01 0.85 -0.79

3.
105
Properties=species:S:1:pos:R:3 method="wB97M-V/def2-TZVPD" lumo_energy_ev="-3.5 / -9.8" charge=+1 total_energy_ha=-5200.4290 spin_multiplicity=2
O -5.26 -5.29 -5.90
S -6.30 -5.83 -5.08
O -6.55 -7.23 -4.92
O -6.25 -5.06 -3.65
C -7.33 -5.48 -2.69
C -6.68 -6.55 -1.76
C -7.78 -4.97 -5.70
H -8.27 -5.79 -3.13
H -7.43 -4.61 -2.05
H -7.06 -7.48 -2.17
H -7.18 -6.46 -0.79
H -5.61 -6.45 -1.58
H -8.73 -5.29 -5.28
H -7.71 -5.24 -6.76
H -7.61 -3.92 -5.49
O -6.79 -13.02 3.18
S -8.13 -12.89 3.64
O -8.52 -11.77 4.47
O -9.27 -13.13 2.36
C -9.13 -14.36 1.58
C -9.72 -14.33 0.12
C -8.45 -14.38 4.52
H -9.67 -15.14 2.12
H -8.08 -14.62 1.46
H -8.98 -13.79 -0.48
H -10.70 -13.86 0.07
H -9.71 -15.40 -0.04
H -8.28 -15.26 3.90
H -9.51 -14.32 4.75
H -7.88 -14.32 5.45
O -6.48 -9.10 2.31
S -6.59 -8.13 3.40
O -5.40 -7.40 3.82
O -7.70 -7.02 2.86
C -7.85 -5.79 3.55
C -9.10 -4.89 3.17
C -7.58 -8.82 4.85
H -6.94 -5.19 3.54
H -8.03 -5.95 4.61
H -9.29 -4.86 2.09
H -9.00 -3.84 3.44
H -10.08 -5.24 3.50
H -6.98 -9.66 5.19
H -8.62 -8.94 4.55
H -7.51 -8.05 5.62
O 2.47 -10.40 0.19
S 1.06 -10.04 0.15
O 0.65 -8.74 -0.31
O 0.22 -11.26 -0.59
C -1.16 -10.98 -0.84
C -1.37 -11.41 -2.24
C 0.31 -10.29 1.89
H -1.46 -9.93 -0.83
H -1.71 -11.61 -0.14
H -1.27 -12.48 -2.40
H -0.67 -10.83 -2.84
H -2.31 -10.92 -2.52
H 0.33 -11.36 2.12
H -0.73 -9.98 1.81
H 0.86 -9.74 2.65
O -10.19 -8.33 -1.63
S -11.20 -8.31 -0.56
O -12.51 -7.64 -0.66
O -11.37 -9.83 0.00
C -12.50 -10.08 0.81
C -12.49 -11.58 1.19
C -10.29 -7.64 1.01
H -13.47 -9.80 0.41
H -12.37 -9.52 1.74
H -13.33 -11.80 1.85
H -11.56 -11.81 1.71
H -12.49 -12.32 0.40
H -10.65 -6.64 1.28
H -9.21 -7.55 0.87
H -10.59 -8.29 1.83
O -0.55 -15.36 -7.91
S 0.02 -15.24 -6.54
O 1.43 -15.45 -6.28
O -0.48 -13.78 -6.01
C -1.68 -13.22 -6.56
C -2.41 -12.31 -5.60
C -0.88 -16.15 -5.19
H -2.37 -14.00 -6.88
H -1.49 -12.50 -7.35
H -1.71 -11.53 -5.28
H -2.93 -12.83 -4.80
H -3.27 -11.71 -5.88
H -1.93 -16.21 -5.48
H -0.92 -15.63 -4.23
H -0.64 -17.21 -5.08
O -4.44 -12.75 -0.34
S -5.62 -13.45 -0.85
O -6.13 -14.62 -0.13
O -6.84 -12.29 -1.24
C -7.30 -11.43 -0.22
C -7.74 -10.10 -0.85
C -5.20 -14.04 -2.57
H -6.46 -11.21 0.43
H -7.91 -12.05 0.44
H -6.89 -9.50 -1.17
H -8.44 -9.56 -0.21
H -8.21 -10.36 -1.80
H -4.93 -15.06 -2.31
H -4.35 -13.48 -2.97
H -6.12 -14.04 -3.14

4.
108
Properties=species:S:1:pos:R:3 method="wB97M-V/def2-TZVPD" lumo_energy_ev=0.3 smiles="CCCC[C@H](C#N)[C@@H](C#N)CCCCN.NC(N)=O.NC(N)=O.NC(N)=O.NC(N)=O.NC(N)=O.NC(N)=O.NC(N)=O.NC(N)=O.NC(N)=O" total_energy_ha=-2661.7716
C 1.98 -1.46 0.39
C 0.48 -1.27 0.12
C 0.02 0.15 0.44
C -1.21 0.61 -0.35
C -2.54 0.11 0.28
C -2.78 -1.23 -0.23
N -3.03 -2.26 -0.68
C -3.71 1.06 -0.07
C -4.08 0.88 -1.48
N -4.40 0.69 -2.56
C -4.97 1.06 0.84
C -5.34 -0.22 1.62
C -6.65 -0.87 1.11
C -6.41 -2.10 0.22
N -6.88 -1.89 -1.16
H 2.55 -0.60 0.05
H 2.17 -1.60 1.45
H 2.37 -2.34 -0.12
H 0.28 -1.52 -0.93
H -0.05 -1.99 0.74
H 0.85 0.83 0.23
H -0.20 0.22 1.50
H -1.14 0.19 -1.36
H -1.22 1.69 -0.46
H -2.40 0.08 1.36
H -3.28 2.06 -0.01
H -4.88 1.90 1.52
H -5.81 1.30 0.20
H -4.57 -0.98 1.62
H -5.50 0.05 2.66
H -7.24 -0.13 0.56
H -7.24 -1.17 1.96
H -6.94 -2.95 0.65
H -5.36 -2.35 0.23
H -7.05 -0.91 -1.31
H -6.14 -2.16 -1.80
N -6.62 -2.30 6.25
C -7.21 -2.62 5.07
N -8.23 -3.54 5.15
O -6.87 -2.14 4.01
H -6.87 -2.73 7.13
H -5.87 -1.62 6.24
H -8.69 -3.78 4.29
H -8.54 -3.95 6.01
N 6.85 -2.34 1.53
C 5.83 -1.67 0.90
N 5.90 -1.62 -0.46
O 4.91 -1.16 1.53
H 7.61 -2.77 1.03
H 6.82 -2.40 2.53
H 5.18 -1.11 -0.95
H 6.65 -2.03 -0.98
N 4.50 2.99 -2.21
C 5.06 1.88 -1.65
N 6.21 2.08 -0.97
O 4.54 0.77 -1.76
H 4.92 3.91 -2.15
H 3.66 2.86 -2.74
H 6.62 1.28 -0.52
H 6.68 2.97 -0.94
N 7.84 3.01 -4.47
C 7.84 4.16 -3.73
N 8.76 5.09 -4.09
O 7.06 4.32 -2.80
H 8.45 2.85 -5.25
H 7.19 2.30 -4.19
H 8.77 5.94 -3.57
H 9.43 4.98 -4.84
N -7.68 1.87 8.80
C -7.31 0.67 8.27
N -8.31 -0.23 8.05
O -6.14 0.41 8.00
H -8.63 2.10 9.02
H -6.96 2.55 8.97
H -8.03 -1.10 7.65
H -9.28 -0.05 8.26
N 11.38 0.45 -5.62
C 11.41 1.81 -5.77
N 12.40 2.47 -5.11
O 10.59 2.41 -6.46
H 12.04 -0.06 -5.06
H 10.66 -0.05 -6.10
H 12.43 3.47 -5.21
H 13.09 2.01 -4.54
N -6.32 -1.14 -5.47
C -5.86 -2.36 -5.04
N -4.83 -2.29 -4.14
O -6.32 -3.41 -5.44
H -5.96 -0.27 -5.14
H -7.08 -1.14 -6.12
H -4.47 -3.16 -3.79
H -4.45 -1.43 -3.80
N -8.37 -6.90 5.20
C -8.35 -7.38 6.48
N -8.60 -8.71 6.62
O -8.12 -6.65 7.43
H -8.57 -7.45 4.39
H -8.17 -5.92 5.10
H -8.58 -9.09 7.55
H -8.78 -9.33 5.85
N 10.84 8.28 -6.13
C 11.45 7.23 -5.51
N 12.55 7.55 -4.76
O 11.04 6.09 -5.61
H 11.15 9.23 -6.06
H 10.03 8.07 -6.69
H 13.02 6.80 -4.29
H 12.90 8.48 -4.67